(1)
2 unconnected molecules or ions with the total composition C11H15N at a distorted geometry, computed with ωB97M-V with the def2-TZVPD basis set.

Calculated total energy ... -482.8922 Ha
Energy above the lowest of the compared OMol25 structures with the same formula, charge and spin ... 0.624 eV
SMILES ... Cc1c[nH]c2ccccc12.CC

ORCA input file:
```
! RIJCOSX wB97M-V def2-TZVPD def2/J DEFGRID3
* xyz 0 1
C 1.92302 0.82433 -1.28013
C 2.85364 0.98985 -0.07793
H 2.49742 0.41114 -2.11698
H 1.17516 0.05708 -1.10741
H 1.44404 1.76329 -1.54469
H 2.31566 0.74764 0.84142
H 3.13883 2.03286 0.06307
H 3.73489 0.38494 -0.22320
C -1.91677 1.89137 1.61282
C -0.37662 -1.32021 0.49247
C -1.32641 -0.29003 0.24778
C -1.16402 0.61705 1.36900
C -0.19019 0.14799 2.17383
C -0.14738 -2.32790 -0.42568
C -0.78386 -2.23820 -1.65570
C -1.86171 -0.15197 -1.02424
C -1.60915 -1.13116 -1.96117
N 0.35247 -1.03784 1.61909
H 0.89616 -1.75677 2.05187
H 0.48704 -3.20156 -0.32650
H 0.22377 0.39470 3.13613
H -0.66056 -2.94758 -2.46221
H -2.53247 0.65099 -1.28743
H -1.38141 2.77339 1.94852
H -2.76058 1.68659 2.27596
H -1.96694 -1.11947 -2.98218
H -2.36404 2.14948 0.64348
*
```



(2)
2 unconnected molecules or ions with the total composition C11H15N at a distorted geometry, computed with ωB97M-V with the def2-TZVPD basis set.

Calculated total energy ... -482.8775 Ha
Energy above the lowest of the compared OMol25 structures with the same formula, charge and spin ... 1.026 eV
SMILES ... Cc1c[nH]c2ccccc12.CC

ORCA input file:
```
! RIJCOSX wB97M-V def2-TZVPD def2/J DEFGRID3
* xyz 0 1
C -1.68337 4.87725 -1.33499
C -1.15864 3.44055 -0.96692
H -0.90006 5.56355 -1.65296
H -2.35871 4.72479 -2.15844
H -2.26115 5.24633 -0.48832
H -0.37336 2.97489 -1.52902
H -2.02278 2.78127 -0.86533
H -0.83971 3.53061 0.07834
C 2.69942 0.58948 0.83176
C -0.38787 -1.47976 0.80069
C 0.71856 -0.94531 0.05105
C 1.42552 -0.18597 1.04303
C 0.77538 -0.25316 2.25295
C -1.17549 -2.37915 -1.28203
C -1.23797 -2.33575 0.11515
C -0.10658 -1.82233 -2.02012
C 0.88586 -1.13841 -1.32375
N -0.33012 -1.08990 2.12535
H -2.01592 -2.83657 -1.81054
H -1.85940 -3.07638 0.59869
H -0.22830 -1.77702 -3.11596
H 1.80772 -0.90123 -1.82496
H -1.08878 -1.28226 2.75087
H 0.89498 0.36419 3.12613
H 2.69064 1.48860 0.20709
H 3.53014 -0.11541 0.56156
H 3.00436 0.97501 1.83434
*
```



(3)
A single C11H15N molecule at a distorted geometry, computed with ωB97M-V with the def2-TZVPD basis set.

Calculated total energy ... -482.7993 Ha
Energy above the lowest of the compared OMol25 structures with the same formula, charge and spin ... 3.152 eV
SMILES ... C[C@@H]1c2[nH]ccc2[C@]2(C)C[C@]12C

ORCA input file:
```
! RIJCOSX wB97M-V def2-TZVPD def2/J DEFGRID3
* xyz 0 1
C -2.42141 1.25756 0.02287
C -2.75017 1.36169 1.37094
C -1.19756 0.57873 -0.14843
C -0.79091 0.25217 1.09705
C 0.11639 -1.41918 -1.07496
C 0.73832 -0.17980 1.01164
C -0.13666 0.00077 -1.33577
C 0.99686 -0.35885 -0.47985
C 1.01878 -1.37417 1.99955
C -0.36540 0.86357 -2.54457
C 2.46389 -0.22220 -0.82782
N -1.65416 0.79204 1.99477
H -2.94481 1.65599 -0.72837
H -3.51608 1.80677 1.95598
H -0.48964 -1.91448 -0.31385
H 0.53671 -2.11484 -1.77946
H 1.25573 0.67768 1.37941
H 1.04636 -1.04338 3.05590
H 2.02558 -1.79592 1.76741
H 0.31733 -2.08685 1.82470
H -0.19784 1.87471 -2.37283
H -1.29861 0.73557 -3.02561
H 0.27091 0.58738 -3.29420
H 2.93617 -1.06103 -0.29941
H 2.97376 0.67817 -0.38274
H 2.61343 -0.41268 -1.84487
H -1.54697 0.86058 2.97251
*
```



(4)
2 unconnected molecules or ions with the total composition C11H15N at a distorted geometry, computed with ωB97M-V with the def2-TZVPD basis set.

Calculated total energy ... -482.8536 Ha
Energy above the lowest of the compared OMol25 structures with the same formula, charge and spin ... 1.675 eV
SMILES ... Cc1c[nH]c2ccccc12.CC

ORCA input file:
```
! RIJCOSX wB97M-V def2-TZVPD def2/J DEFGRID3
* xyz 0 1
C 0.35138 2.75841 2.58745
C -0.64178 1.07861 0.74709
C 0.21375 1.44762 1.88427
C -0.60029 -0.29610 0.66743
C 0.74835 0.27222 2.32901
C -1.25126 1.87867 -0.18876
C -1.88457 1.24652 -1.24449
C -1.96077 -0.13753 -1.33287
C -1.27030 -0.88289 -0.43137
N 0.28804 -0.77464 1.54911
H -1.31417 2.98771 -0.16164
H -2.40096 1.84174 -1.98811
H -2.36286 -0.54962 -2.20916
H -0.47141 2.69895 3.33782
H 0.19151 3.64404 1.93506
H 1.44567 0.18784 3.06318
H 0.26613 -1.85530 1.76659
H -1.26221 -1.90601 -0.57138
H 1.31836 2.71282 3.08687
C 1.85811 -2.05157 -1.31050
C 0.81604 -2.04792 -2.47437
H 1.37261 -1.42167 -0.63655
H 1.89434 -2.88931 -0.80050
H 2.81459 -1.73577 -1.56822
H -0.04954 -2.58958 -2.04214
H 1.27144 -2.62126 -3.31767
H 0.61984 -0.99598 -2.67614
*
```



(5)
2 unconnected molecules or ions with the total composition C11H15N at a distorted geometry, computed with ωB97M-V with the def2-TZVPD basis set.

Calculated total energy ... -482.9033 Ha
Energy above the lowest of the compared OMol25 structures with the same formula, charge and spin ... 0.322 eV
SMILES ... Cc1c[nH]c2ccccc12.CC

ORCA input file:
```
! RIJCOSX wB97M-V def2-TZVPD def2/J DEFGRID3
* xyz 0 1
C 0.72155 0.96002 2.64132
C 1.54649 0.32091 -0.97262
C 0.66829 0.85660 -0.01107
C 1.25477 0.61142 1.28173
C 2.41686 -0.05240 1.05442
C 1.17392 0.18573 -2.31247
C -0.04493 0.70931 -2.68569
C -0.50102 1.50084 -0.43529
C -0.86561 1.38327 -1.75576
N 2.63389 -0.18819 -0.30640
H 3.24866 -0.89576 -0.68863
H 1.89509 -0.21850 -3.00437
H 3.11264 -0.49977 1.74311
H -0.40157 0.59727 -3.69536
H -1.05386 2.20688 0.17065
H -0.05480 0.27952 2.97342
H 0.34387 1.98401 2.71619
H -1.74872 1.81988 -2.21371
H 1.54103 0.94132 3.36362
C -1.94167 -1.77682 -0.45002
C -2.07706 -1.32357 1.00444
H -2.24522 -2.81576 -0.59840
H -2.43779 -1.15247 -1.20124
H -0.89222 -1.73873 -0.73535
H -1.34098 -0.55837 1.25149
H -1.85454 -2.15167 1.67131
H -3.09708 -0.98495 1.19469
*
```



(6)
2 unconnected molecules or ions with the total composition C11H15N2O2 at a distorted geometry, computed with ωB97M-V with the def2-TZVPD basis set.

Calculated total energy ... -687.7871 Ha
Energy above the lowest of the compared OMol25 structures with the same formula, charge and spin ... 2.399 eV

ORCA input file:
```
! RIJCOSX wB97M-V def2-TZVPD def2/J DEFGRID3
* xyz 1 1
C 1.14400 -0.34844 -1.40978
N 1.51341 -0.15383 -0.20006
C 1.12927 -1.23887 0.72307
C 1.01818 -2.37363 -0.31900
C 0.34264 -1.62556 -1.50448
C -1.07702 -1.14828 -1.07262
C -1.86457 -1.87174 -0.22603
C -3.09376 -1.39540 0.14875
C -3.51895 -0.20515 -0.35806
C -2.75862 0.53692 -1.20471
C -1.53482 0.04157 -1.56630
H 1.40732 0.33717 -2.20391
H 2.05568 0.69008 -0.00621
H 2.00696 -1.35980 1.35579
H 0.22296 -1.10058 1.30374
H 2.03760 -2.70231 -0.52161
H 0.47815 -3.24306 0.04052
H 0.29247 -2.14475 -2.45508
H -1.52631 -2.81238 0.18280
H -3.69938 -1.96290 0.83948
H -4.49642 0.17964 -0.09248
H -3.08948 1.48916 -1.58719
H -0.95849 0.64280 -2.26187
C 1.41105 2.87630 1.93619
N 2.73979 3.42964 1.57892
O 3.15399 4.37640 2.19189
O 3.31590 2.85482 0.66467
H 0.97841 3.44453 2.75136
H 0.79204 2.94548 1.04507
H 1.57802 1.84215 2.22715
*
```



(7)
A gas-phase ion, C11H15N2O2 (charge +1) at a distorted geometry, computed with ωB97M-V with the def2-TZVPD basis set.

Calculated total energy ... -687.7417 Ha
Energy above the lowest of the compared OMol25 structures with the same formula, charge and spin ... 3.635 eV

ORCA input file:
```
! RIJCOSX wB97M-V def2-TZVPD def2/J DEFGRID3
* xyz 1 1
C 3.42526 0.22469 -0.44885
C 3.29710 -1.21452 -0.26035
C 2.49619 1.14081 0.01632
C 2.18176 -1.67185 0.34946
C 1.43111 0.65618 0.75739
C 1.20932 -0.74346 0.93743
C 0.20204 1.53356 1.17530
C -1.98673 0.07289 -1.48707
C -0.98822 1.11015 -1.09655
C -1.85321 -0.95815 -0.37006
C -1.64331 -0.05656 0.87542
N 0.33247 -1.10546 1.84921
N -1.13299 1.21268 0.47194
O -0.73203 -1.84838 -0.66237
O -2.47820 -0.08066 1.95361
H 4.32689 0.61074 -0.89738
H 4.20328 -1.77272 -0.59805
H 2.61625 2.28599 -0.05738
H 1.99766 -2.66071 0.40751
H -0.21049 1.37114 2.23341
H 0.49043 2.56336 0.85959
H -2.95612 0.53077 -1.32535
H -1.78190 -0.41859 -2.41863
H 0.01717 0.88199 -1.36485
H -1.20459 2.11189 -1.61428
H -2.63035 -1.62327 -0.29640
H -0.00433 -2.05374 1.83298
H -1.80094 1.82478 0.75178
H -0.70884 -1.74273 -1.67108
H -2.79612 -1.01109 2.19769
*
```



(8)
A molecular structure, C11H15N2O4S3Ti at a distorted geometry, computed with ωB97M-V with the def2-TZVPD basis set.

Calculated total energy ... -2881.5497 Ha

ORCA input file:
```
! RIJCOSX wB97M-V def2-TZVPD def2/J DEFGRID3
* xyz 3 1
Ti 0.19038 -0.08336 -0.08405
C 0.15019 3.18935 -0.71310
C -0.87944 2.76605 -1.76499
S -1.42531 1.02211 -1.59023
C -0.74507 0.10160 -3.04414
C 0.76344 0.17247 -3.22685
S 1.73270 -0.73950 -1.92630
C 3.03832 0.45872 -1.47447
C 2.54984 1.49965 -0.46312
S 1.87847 3.00288 -1.29631
H 0.00721 2.68173 0.25122
H 0.03776 4.25626 -0.51772
H -0.50057 2.90743 -2.77680
H -1.79482 3.35513 -1.67515
H -1.24203 0.50858 -3.92776
H -1.10629 -0.91922 -2.91020
H 1.13024 1.19706 -3.24450
H 1.02488 -0.30082 -4.17662
H 3.39444 0.93511 -2.38887
H 3.86597 -0.13643 -1.08350
H 3.38124 1.83697 0.15551
H 1.78712 1.06920 0.24169
O -2.53923 -4.30527 3.05651
C -2.06423 -3.35960 3.82017
O -2.14276 -3.33467 5.00843
C -1.32379 -2.16758 3.19977
C -0.82089 -1.15534 4.02564
N -0.23481 -0.23539 3.26769
N -0.30922 -0.54199 1.96183
C -0.98043 -1.74642 1.92428
C -1.23011 -2.33998 0.58626
O -1.81961 -3.33027 0.35255
O -0.65061 -1.53494 -0.37918
H -2.43560 -4.23734 2.10367
H -0.88085 -1.11100 5.10665
H 0.19351 0.61883 3.60197
*
```



What is the calculated total energy in the seventh record?
-687.7417 Ha